An isolated molecule of C18H19NO2. Source: the Open Molecules 2025 dataset; level of theory: wB97M-V/def2-TZVPD.

Each line ends with the natural charge from an NBO analysis.
Positions of all 40 atoms, in Å:
O (-1.402, -2.327, -0.848)  -0.615
C (-0.658, -1.662, -0.149)  0.678
C (0.791, -2.129, -0.044)  0.009
C (1.599, -1.642, -1.274)  -0.420
C (3.018, -1.455, -0.719)  -0.440
C (2.888, -1.914, 0.741)  -0.065
O (1.534, -1.735, 1.088)  -0.535
N (-1.082, -0.534, 0.472)  -0.481
C (-0.284, 0.294, 1.360)  -0.241
C (0.762, 1.105, 0.635)  -0.037
C (0.514, 1.629, -0.626)  -0.170
C (1.478, 2.378, -1.278)  -0.223
C (2.698, 2.621, -0.671)  -0.222
C (2.946, 2.117, 0.595)  -0.213
C (1.984, 1.363, 1.243)  -0.206
C (-2.432, -0.134, 0.259)  0.244
C (-3.273, 0.078, 1.345)  -0.259
C (-4.579, 0.485, 1.141)  -0.203
C (-5.058, 0.675, -0.144)  -0.220
C (-4.226, 0.450, -1.226)  -0.191
C (-2.917, 0.049, -1.030)  -0.232
H (0.739, -3.230, -0.073)  0.197
H (1.198, -0.699, -1.643)  0.220
H (1.550, -2.374, -2.076)  0.224
H (3.755, -2.048, -1.256)  0.214
H (3.311, -0.407, -0.762)  0.221
H (3.490, -1.330, 1.437)  0.194
H (3.158, -2.977, 0.833)  0.164
H (-0.970, 0.989, 1.856)  0.225
H (0.194, -0.325, 2.121)  0.237
H (-0.440, 1.451, -1.102)  0.210
H (1.276, 2.774, -2.263)  0.214
H (3.452, 3.202, -1.181)  0.215
H (3.895, 2.307, 1.076)  0.214
H (2.180, 0.964, 2.227)  0.213
H (-2.911, -0.092, 2.348)  0.216
H (-5.226, 0.645, 1.991)  0.214
H (-6.079, 0.989, -0.300)  0.214
H (-4.596, 0.589, -2.231)  0.213
H (-2.273, -0.139, -1.875)  0.226

Computed properties:
**Energy above the lowest of the compared OMol25 structures with the same formula, charge and spin**: 1.0241 eV
**Charge**: 0
**LUMO energy**: 0.8423 eV
**SMILES**: O=C([C@H]1CCCO1)N(Cc1ccccc1)c1ccccc1
**Frontier orbital gap**: 9.5 eV